(a)
Molecular formula: C3H12N2O2
Method: DFT, ωB97M-V with the def2-TZVPD basis set

```
! RIJCOSX wB97M-V def2-TZVPD def2/J DEFGRID3
* xyz 0 1
H -1.97 2.62 0.71
N -1.23 1.99 0.64
C -1.42 0.78 0.37
N -0.32 0.02 -0.03
C -0.31 -1.33 0.55
C 0.58 -2.29 -0.24
H -2.32 0.17 0.34
H 0.55 0.52 0.07
H -1.32 -1.74 0.62
H 0.10 -1.24 1.56
H 0.10 -2.58 -1.17
H 0.80 -3.16 0.38
H 1.55 -1.82 -0.37
O 2.27 2.02 2.11
H 2.42 2.86 1.66
H 1.40 2.07 2.51
O -0.29 0.56 -3.53
H -0.78 0.80 -2.75
H 0.20 -0.25 -3.39
*
```

Properties
LUMO level, hartree: 0.0316
Gap between HOMO and LUMO, eV: 10.27
SMILES: [H]/N=C/NCC.O.O
HOMO level, eV: -9.4

So, what does the Löwdin scheme give us? The charges, in e, come out as:
1. H 0.01
2. N 0.09
3. C -0.33
4. N -0.03
5. C -0.27
6. C -0.09
7. H 0.12
8. H 0.12
9. H 0.11
10. H 0.11
11. H 0.07
12. H 0.07
13. H 0.07
14. O -0.07
15. H 0.03
16. H 0.02
17. O -0.06
18. H 0.01
19. H 0.02



(b)
Molecular formula: C3H12N2O2
Method: DFT, ωB97M-V with the def2-TZVPD basis set

```
! RIJCOSX wB97M-V def2-TZVPD def2/J DEFGRID3
* xyz 0 1
H -2.48 2.46 0.24
N -2.13 1.54 0.50
C -0.95 1.53 -0.18
N 0.09 0.83 0.22
C 1.45 0.99 -0.43
C 2.32 0.03 0.34
H -0.78 2.30 -0.89
H 0.05 0.59 1.19
H 1.30 0.66 -1.49
H 1.81 1.93 0.00
H 3.40 -0.07 -0.06
H 2.36 0.52 1.35
H 1.99 -1.09 0.45
O -1.94 -1.60 0.88
H -1.98 -1.44 1.85
H -2.26 -0.80 0.50
O -0.34 -2.94 -1.49
H -0.82 -2.32 -0.87
H -1.08 -3.12 -2.10
*
```

Properties
LUMO level, hartree: 0.0299
Gap between HOMO and LUMO, eV: 9.71
SMILES: [H]/N=C/NCC.O.O
HOMO level, eV: -8.9

So, what does the Löwdin scheme give us? The charges, in e, come out as:
1. H 0.01
2. N 0.02
3. C -0.31
4. N -0.03
5. C -0.22
6. C -0.14
7. H 0.11
8. H 0.12
9. H 0.14
10. H 0.11
11. H 0.10
12. H 0.08
13. H 0.11
14. O -0.07
15. H 0.06
16. H -0.03
17. O -0.10
18. H 0.02
19. H 0.03



(c)
Molecular formula: C3H12N2O2
Method: DFT, ωB97M-V with the def2-TZVPD basis set

```
! RIJCOSX wB97M-V def2-TZVPD def2/J DEFGRID3
* xyz 0 1
N -1.40 -1.46 -0.03
C -0.37 -1.62 -1.04
N 0.11 -0.48 -1.88
C 0.95 0.43 -1.09
C 0.56 1.75 -0.36
O -0.30 1.36 0.70
H -1.13 -1.00 0.82
H -2.26 -1.10 -0.41
H 0.50 -2.11 -0.55
H -0.73 -2.43 -1.69
H -0.72 0.05 -2.15
H 1.30 -0.14 -0.20
H 1.93 0.60 -1.56
H 1.46 2.22 0.04
H -0.01 2.37 -1.07
H -0.75 2.04 1.21
O 0.43 -0.11 2.99
H 1.32 -0.35 3.24
H 0.43 0.28 2.09
*
```

Properties
LUMO level, hartree: 0.0224
Gap between HOMO and LUMO, eV: 9.40
SMILES: NCNCCO.O
HOMO level, eV: -8.8

So, what does the Löwdin scheme give us? The charges, in e, come out as:
1. N 0.02
2. C -0.32
3. N -0.05
4. C -0.23
5. C -0.22
6. O -0.11
7. H 0.04
8. H 0.07
9. H 0.12
10. H 0.10
11. H 0.10
12. H 0.10
13. H 0.11
14. H 0.11
15. H 0.11
16. H 0.10
17. O -0.07
18. H 0.03
19. H -0.01



Which is the most stable structure? (a) is the most stable.



(a)
Molecular formula: C7H13ClN
Method: DFT, ωB97M-V with the def2-TZVPD basis set

```
! RIJCOSX wB97M-V def2-TZVPD def2/J DEFGRID3
* xyz 1 1
C -1.48 0.61 -1.82
N -0.26 0.20 -1.10
C 0.33 0.94 -0.04
C 1.76 0.66 0.03
C 2.33 0.85 1.16
Cl 4.00 0.53 0.98
C -0.30 -0.55 0.26
C 0.49 -1.77 0.69
C -1.72 -0.38 0.75
H -2.25 -0.14 -1.73
H -1.93 1.54 -1.49
H -1.06 0.78 -2.84
H 0.48 0.08 -1.66
H -0.25 1.96 0.17
H 2.11 0.28 -0.93
H 1.98 1.33 2.03
H 0.25 -1.65 1.74
H 1.58 -1.78 0.57
H 0.14 -2.72 0.44
H -2.03 0.65 0.82
H -1.73 -0.61 1.81
H -2.44 -0.81 0.16
*
```

Properties
LUMO level, hartree: -0.1049
Gap between HOMO and LUMO, eV: 10.22
SMILES: C[N@H+]1[C@H](/C=C/Cl)C1(C)C
HOMO level, eV: -13.1

So, what does the Löwdin scheme give us? The charges, in e, come out as:
1. C 0.04
2. N -0.04
3. C -0.14
4. C -0.25
5. C -0.52
6. Cl 0.70
7. C -0.26
8. C 0.04
9. C -0.02
10. H 0.09
11. H 0.11
12. H 0.13
13. H 0.10
14. H 0.22
15. H 0.14
16. H 0.09
17. H 0.11
18. H 0.10
19. H 0.07
20. H 0.09
21. H 0.11
22. H 0.06



(b)
Molecular formula: C7H13ClN
Method: DFT, ωB97M-V with the def2-TZVPD basis set

```
! RIJCOSX wB97M-V def2-TZVPD def2/J DEFGRID3
* xyz 1 1
C 0.65 -1.12 1.37
C 0.21 -0.76 -0.06
N 1.08 -1.74 -0.85
C -1.25 -0.74 -0.27
C -2.02 0.33 -0.20
C -1.47 1.69 -0.26
C 0.02 1.82 0.25
C 0.81 0.81 -0.47
Cl 2.60 0.53 -0.12
H 0.02 -1.86 1.86
H 0.74 -0.21 1.96
H 1.67 -1.54 1.41
H 1.07 -1.63 -1.81
H 0.83 -2.67 -0.50
H 2.05 -1.46 -0.53
H -1.60 -1.76 -0.30
H -3.17 0.25 -0.43
H -1.45 2.05 -1.36
H -2.00 2.58 0.35
H 0.38 2.82 0.17
H 0.09 1.65 1.38
H 0.75 0.97 -1.58
*
```

Properties
LUMO level, hartree: -0.1181
Gap between HOMO and LUMO, eV: 10.57
SMILES: C[C@@]1([NH3+])C=CCC[C@H]1Cl
HOMO level, eV: -13.8

So, what does the Löwdin scheme give us? The charges, in e, come out as:
1. C -0.05
2. C -0.44
3. N 0.19
4. C -0.06
5. C -0.08
6. C -0.17
7. C -0.22
8. C -0.50
9. Cl 0.69
10. H 0.11
11. H 0.09
12. H 0.08
13. H 0.13
14. H 0.18
15. H 0.08
16. H 0.12
17. H 0.16
18. H 0.15
19. H 0.17
20. H 0.11
21. H 0.14
22. H 0.13



Which is the most stable structure? (b) is the most stable.



(a)
Molecular formula: C4H6OS
Method: DFT, ωB97M-V with the def2-TZVPD basis set

```
! RIJCOSX wB97M-V def2-TZVPD def2/J DEFGRID3
* xyz 0 1
C 0.07 -1.07 -0.01
C -0.47 0.19 -0.30
C -0.49 1.47 -0.35
C -1.40 0.80 -1.31
H -0.66 -1.65 0.38
H 0.91 -1.12 0.79
H 0.43 -1.49 -0.95
H 0.07 2.31 0.01
H -2.47 0.97 -1.18
H -0.99 0.78 -2.44
O 2.46 -0.97 2.06
S 2.53 -0.22 3.31
*
```

Properties
LUMO level (spin up / spin down), hartree: -0.0641 / -0.0642
Gap between HOMO and LUMO (spin up / spin down), eV: 7.10 / 7.10
SMILES: CC1=CC1.O=S
HOMO level (spin up / spin down), eV: -8.8 / -8.8

So, what does the Löwdin scheme give us? The charges, in e, come out as:
1. C -0.05
2. C -0.32
3. C -0.04
4. C -0.13
5. H 0.05
6. H 0.07
7. H 0.10
8. H 0.09
9. H 0.07
10. H 0.12
11. O -0.71
12. S 0.74



(b)
Molecular formula: C4H6OS
Method: DFT, ωB97M-V with the def2-TZVPD basis set

```
! RIJCOSX wB97M-V def2-TZVPD def2/J DEFGRID3
* xyz 0 1
C 0.74 -0.79 0.81
O -0.35 -1.22 -0.15
C -1.04 -0.21 -0.80
C 0.16 0.71 -0.69
S 0.67 2.27 -0.07
C 0.50 0.74 0.87
H 1.80 -1.04 0.41
H 0.30 -1.18 1.79
H -1.28 -0.59 -1.82
H -1.95 0.18 -0.39
H 0.93 0.24 -1.25
H -0.48 0.88 1.28
*
```

Properties
LUMO level, hartree: 0.0280
Gap between HOMO and LUMO, eV: 9.81
SMILES: C1OC[C@H]2S[C@H]12
HOMO level, eV: -9.0

So, what does the Löwdin scheme give us? The charges, in e, come out as:
1. C -0.13
2. O -0.18
3. C -0.21
4. C -0.59
5. S 0.90
6. C -0.47
7. H 0.15
8. H 0.14
9. H 0.14
10. H 0.11
11. H 0.09
12. H 0.07



(c)
Molecular formula: C4H6OS
Method: DFT, ωB97M-V with the def2-TZVPD basis set

```
! RIJCOSX wB97M-V def2-TZVPD def2/J DEFGRID3
* xyz 0 1
C -0.54 0.33 0.53
C -1.65 0.14 -0.47
C -2.60 -0.64 -0.01
C 0.46 -0.75 0.26
H 1.29 1.57 1.01
H -0.90 0.38 1.49
H -1.58 0.47 -1.54
H -2.64 -1.02 0.98
H -3.60 -0.70 -0.58
H 0.13 -1.90 0.21
O 0.02 1.54 -0.08
S 2.07 -0.35 -0.17
*
```

Properties
LUMO level, hartree: -0.0302
Gap between HOMO and LUMO, eV: 8.10
HOMO level, eV: -8.9

So, what does the Löwdin scheme give us? The charges, in e, come out as:
1. C -0.55
2. C -0.16
3. C -0.01
4. C -0.50
5. H 0.29
6. H 0.11
7. H 0.15
8. H 0.05
9. H 0.09
10. H 0.11
11. O -0.25
12. S 0.67



Which is the most stable structure? (b) is the most stable.



(a)
Molecular formula: C4H6OS
Method: DFT, ωB97M-V with the def2-TZVPD basis set

```
! RIJCOSX wB97M-V def2-TZVPD def2/J DEFGRID3
* xyz 0 1
C 0.70 0.04 0.69
C -0.60 -0.06 -0.13
C -0.51 -0.49 -1.62
C -1.01 1.28 -0.83
H 1.55 0.61 0.26
H -1.28 -0.57 0.52
H 0.34 -1.14 -1.92
H -1.41 -1.05 -1.81
H -0.58 2.20 -0.61
H -2.11 1.38 -1.00
O -0.47 0.84 -2.09
S 0.99 -0.80 2.04
*
```

Properties
LUMO level, hartree: -0.0115
Gap between HOMO and LUMO, eV: 8.54
HOMO level, eV: -8.9

So, what does the Löwdin scheme give us? The charges, in e, come out as:
1. C -0.64
2. C -0.28
3. C -0.18
4. C -0.13
5. H 0.07
6. H 0.10
7. H 0.13
8. H 0.11
9. H 0.10
10. H 0.13
11. O -0.11
12. S 0.69



(b)
Molecular formula: C4H6OS
Method: DFT, ωB97M-V with the def2-TZVPD basis set

```
! RIJCOSX wB97M-V def2-TZVPD def2/J DEFGRID3
* xyz 0 1
C -1.92 -0.20 -0.36
C -0.59 -0.08 -0.08
C 0.47 -1.18 0.21
S 2.05 -0.38 -0.42
C 1.24 1.21 0.07
O -0.07 1.19 -0.26
H -2.50 0.67 -0.36
H -2.43 -1.17 -0.52
H 0.23 -2.08 -0.37
H 0.42 -1.33 1.29
H 1.71 2.03 -0.38
H 1.37 1.32 1.17
*
```

Properties
LUMO level, hartree: 0.0325
Gap between HOMO and LUMO, eV: 9.72
SMILES: C=C1CSCO1
HOMO level, eV: -8.8

So, what does the Löwdin scheme give us? The charges, in e, come out as:
1. C 0.07
2. C -0.38
3. C -0.37
4. S 0.84
5. C -0.50
6. O -0.10
7. H 0.04
8. H 0.07
9. H 0.09
10. H 0.08
11. H 0.07
12. H 0.10



Which is the most stable structure? (b) is the most stable.



(a)
Molecular formula: C4H6OS
Method: DFT, ωB97M-V with the def2-TZVPD basis set

```
! RIJCOSX wB97M-V def2-TZVPD def2/J DEFGRID3
* xyz 0 1
S -2.62 0.05 -0.10
C -0.96 0.11 0.17
O 0.11 -0.73 -0.04
C 1.26 -0.29 0.42
C 1.99 0.94 -0.13
C 2.76 -0.30 -0.30
H -0.63 1.05 0.50
H 1.35 -0.45 1.53
H 1.16 1.45 -0.80
H 2.33 1.68 0.64
H 3.01 -0.90 -1.46
H 3.53 -0.64 0.61
*
```

Properties
LUMO level, hartree: -0.0054
Gap between HOMO and LUMO, eV: 8.89
SMILES: S=COC1CC1
HOMO level, eV: -9.0

So, what does the Löwdin scheme give us? The charges, in e, come out as:
1. S 0.63
2. C -0.64
3. O -0.07
4. C -0.40
5. C -0.19
6. C -0.11
7. H 0.03
8. H 0.15
9. H 0.16
10. H 0.10
11. H 0.18
12. H 0.15



(b)
Molecular formula: C4H6OS
Method: DFT, ωB97M-V with the def2-TZVPD basis set

```
! RIJCOSX wB97M-V def2-TZVPD def2/J DEFGRID3
* xyz 0 1
C -0.52 1.39 0.05
C 0.81 1.45 -0.10
S 1.82 0.05 -0.11
C 0.53 -1.22 0.34
C -0.71 -0.90 -0.40
O -1.25 0.28 0.11
H -1.09 2.30 0.24
H 1.22 2.46 0.04
H 0.82 -2.24 0.10
H 0.45 -1.15 1.43
H -1.54 -1.60 -0.24
H -0.54 -0.82 -1.46
*
```

Properties
LUMO level, hartree: 0.0324
Gap between HOMO and LUMO, eV: 8.65
SMILES: C1=CSCCO1
HOMO level, eV: -7.8

So, what does the Löwdin scheme give us? The charges, in e, come out as:
1. C -0.26
2. C -0.46
3. S 0.86
4. C -0.41
5. C -0.28
6. O -0.09
7. H 0.12
8. H 0.07
9. H 0.09
10. H 0.09
11. H 0.13
12. H 0.13



Which is the most stable structure? (b) is the most stable.



(a)
Molecular formula: C4H6OS
Method: DFT, ωB97M-V with the def2-TZVPD basis set

```
! RIJCOSX wB97M-V def2-TZVPD def2/J DEFGRID3
* xyz 0 1
C -1.33 -1.09 -0.33
C -0.29 -0.27 -0.13
C 0.16 0.67 -1.20
C 0.35 -0.06 1.18
O -0.07 -0.42 2.28
S 1.93 0.65 1.15
H -1.94 -1.10 -1.24
H -1.59 -1.87 0.36
H -0.49 0.63 -2.10
H 1.15 0.34 -1.46
H 0.21 1.74 -1.01
H 1.90 0.80 2.49
*
```

Properties
LUMO level, hartree: 0.0008
Gap between HOMO and LUMO, eV: 9.80
SMILES: C=C(C)C(=O)S
HOMO level, eV: -9.8

So, what does the Löwdin scheme give us? The charges, in e, come out as:
1. C 0.10
2. C -0.36
3. C -0.12
4. C -0.78
5. O -0.02
6. S 0.87
7. H 0.08
8. H 0.07
9. H 0.09
10. H 0.06
11. H 0.08
12. H -0.09



(b)
Molecular formula: C4H6OS
Method: DFT, ωB97M-V with the def2-TZVPD basis set

```
! RIJCOSX wB97M-V def2-TZVPD def2/J DEFGRID3
* xyz 0 1
C 0.52 1.45 0.14
C 0.99 0.00 0.06
S 2.45 -0.37 -0.52
C 0.00 -1.11 0.23
C -1.39 -0.73 -0.25
O -1.75 0.28 -0.84
H -0.47 1.56 0.66
H 0.28 1.73 -0.96
H 1.26 2.19 0.52
H -0.10 -1.48 1.29
H 0.31 -1.97 -0.41
H -2.11 -1.56 0.10
*
```

Properties
LUMO level, hartree: -0.0088
Gap between HOMO and LUMO, eV: 8.45
SMILES: CC(=S)CC=O
HOMO level, eV: -8.7

So, what does the Löwdin scheme give us? The charges, in e, come out as:
1. C -0.14
2. C -0.83
3. S 0.74
4. C -0.22
5. C -0.25
6. O 0.03
7. H 0.08
8. H 0.12
9. H 0.08
10. H 0.14
11. H 0.11
12. H 0.14



(c)
Molecular formula: C4H6OS
Method: DFT, ωB97M-V with the def2-TZVPD basis set

```
! RIJCOSX wB97M-V def2-TZVPD def2/J DEFGRID3
* xyz 0 1
C 0.24 -1.39 -0.28
C -0.20 -0.10 0.46
C 0.77 1.07 0.50
C -0.96 0.77 -0.56
H -0.68 -1.99 -0.39
H 0.91 -2.02 0.33
H 0.67 -1.19 -1.30
H -0.82 -0.21 1.41
H 1.79 0.99 0.18
H 0.67 1.62 1.40
O -0.07 1.78 -0.44
S -2.33 0.67 -1.31
*
```

Properties
LUMO level, hartree: 0.0230
Gap between HOMO and LUMO, eV: 9.49
HOMO level, eV: -8.9

So, what does the Löwdin scheme give us? The charges, in e, come out as:
1. C -0.07
2. C -0.29
3. C -0.12
4. C -0.91
5. H 0.08
6. H 0.07
7. H 0.10
8. H 0.17
9. H 0.13
10. H 0.11
11. O -0.04
12. S 0.77



(d)
Molecular formula: C4H6OS
Method: DFT, ωB97M-V with the def2-TZVPD basis set

```
! RIJCOSX wB97M-V def2-TZVPD def2/J DEFGRID3
* xyz 0 1
S -0.26 -1.55 1.78
C 0.41 -0.47 0.66
C 0.20 0.97 0.74
C 0.49 1.39 -0.64
C 0.92 0.23 -1.28
O 0.88 -0.77 -0.50
H -0.75 -0.39 2.32
H -0.18 1.62 1.47
H 0.18 2.40 -1.02
H 1.28 -0.05 -2.26
H -1.78 -1.95 -0.86
H -1.40 -1.44 -0.42
*
```

Properties
LUMO level, hartree: 0.0297
Gap between HOMO and LUMO, eV: 8.60
SMILES: Sc1ccco1.[H][H]
HOMO level, eV: -7.8

So, what does the Löwdin scheme give us? The charges, in e, come out as:
1. S 0.82
2. C -0.81
3. C -0.07
4. C -0.05
5. C -0.19
6. O -0.04
7. H -0.07
8. H 0.08
9. H 0.12
10. H 0.13
11. H 0.07
12. H 0.01



Which is the most stable structure? (a) is the most stable.